Entry 1:
15
Properties=species:S:1:pos:R:3:forces:R:3 method="wB97M-V/def2-TZVPD" gap_ev=9.45
C -2.5206 -0.2748 -0.0158 -2.193 2.471 3.949
C -0.3001 0.3031 -0.0251 3.511 -1.649 1.472
C 1.4377 -1.2527 0.0759 2.034 1.016 -1.630
H -2.3437 -0.7921 0.9768 0.068 0.336 -1.421
H -2.4412 -0.8955 -0.8268 -0.074 -1.580 -1.837
H -3.5524 0.2254 0.1424 1.729 -0.751 -0.852
H -0.6779 1.9231 -0.0817 4.173 2.106 -0.181
H 2.2769 1.2398 -0.1075 -0.630 -0.346 0.288
H 1.6047 -2.3836 0.0126 -0.063 1.637 0.761
H 3.5142 -0.9044 -0.1116 -3.764 1.142 -0.843
N 0.3565 1.4294 -0.1132 -0.300 2.802 -0.028
N 0.0602 -0.9727 0.2426 1.050 1.604 -1.500
N 2.4862 -0.4034 -0.2619 -0.422 -3.967 1.990
O -1.5471 0.8061 -0.1532 -3.074 -4.191 0.226
O 1.6467 1.9522 0.2465 -2.045 -0.629 -0.396


Entry 2:
15
Properties=species:S:1:pos:R:3:forces:R:3 method="wB97M-V/def2-TZVPD" total_charge=-1 gap_ev="6.02 / 6.84"
C -0.5564 -1.5738 0.1941 -1.441 2.365 4.353
C 0.0697 -1.6986 -0.8645 3.465 -0.416 -4.688
C -0.1898 -0.3907 1.1003 -0.531 0.391 -3.492
C 0.4215 0.7157 0.2005 -1.349 2.344 1.808
C -0.5019 1.4649 -0.7767 -2.261 -1.024 0.885
N 1.6356 0.3647 -0.4556 1.788 -1.959 0.294
O 2.5342 -0.2011 0.3088 -1.566 1.312 -0.793
H -1.3896 -2.0716 0.5821 -1.334 -1.661 0.591
H 0.1931 -2.5207 -1.5417 -0.418 -0.293 -0.511
H -1.0099 -0.1231 1.6974 -1.201 0.899 0.909
H 0.6210 -0.6253 1.6757 2.026 -1.033 1.900
H 0.6129 1.5632 0.9488 0.497 -0.874 -0.444
H -0.2165 2.4353 -1.0518 1.383 1.336 -0.348
H -1.5163 1.7259 -0.3284 0.934 -0.844 -0.089
H -0.7077 0.9351 -1.6889 0.009 -0.542 -0.375


Entry 3:
60
Properties=species:S:1:pos:R:3:forces:R:3 method="wB97M-V/def2-TZVPD" gap_ev=6.15
C -2.6070 -3.3371 1.9764 0.615 0.676 -0.467
C -2.0251 -2.5210 0.8168 0.432 -0.733 1.112
O -3.0703 -2.0791 -0.0644 0.412 1.759 -0.368
P -2.5119 -1.3815 -1.4063 -0.474 -2.268 0.300
O -2.1712 -2.4721 -2.3308 0.579 0.223 -0.994
C -0.9686 -0.4284 -1.0847 -0.429 0.954 0.055
C -0.3141 0.0800 -2.3958 1.079 0.607 0.972
C 1.2436 0.2026 -2.3138 -1.518 0.290 -0.937
C 1.8505 1.5589 -2.6305 1.372 0.974 1.176
C 1.9973 2.6393 -1.5104 -0.111 -0.561 0.314
C 1.8303 2.1364 -0.0560 0.490 0.377 -0.477
C 3.0907 1.3672 0.4081 -0.967 0.230 0.019
F 3.3515 1.7030 1.7095 0.220 0.006 0.043
N 3.2475 1.0774 -2.9294 -0.749 -0.820 -1.565
C 3.1630 -0.1745 -3.4105 -1.249 1.278 -0.036
N 4.2334 -0.8321 -3.8176 0.703 -0.372 -0.355
N 1.8513 -0.6409 -3.4050 2.054 -0.449 1.684
O 1.9624 -1.9309 -2.8020 -0.601 -0.591 -0.957
O -3.7490 -0.4669 -1.8939 1.430 -0.035 0.806
C -3.4515 0.4358 -2.9676 -0.779 0.326 -1.084
C -3.1449 -0.2495 -4.3097 0.243 0.756 0.242
H -3.2096 -4.1793 1.6371 -0.006 0.117 0.125
H -1.7420 -3.6728 2.5577 -0.219 -0.201 -0.029
H -3.1471 -2.6378 2.6153 -0.335 -0.330 -0.020
H -1.5028 -1.6853 1.2865 -0.151 0.313 -0.170
H -1.2485 -3.0841 0.2771 -0.462 -0.086 -0.158
H -1.2237 0.4098 -0.4185 0.163 -0.018 -0.195
H -0.2184 -0.9961 -0.5280 -0.519 -0.464 -0.032
H -0.6542 1.1058 -2.5614 -0.240 -0.324 -0.465
H -0.4987 -0.5715 -3.2498 -0.376 0.182 0.120
H 1.7059 -0.2465 -1.4321 -0.396 0.466 0.407
H 1.4955 2.0643 -3.5362 -0.359 -0.533 0.020
H 3.0378 2.9861 -1.5705 -0.253 0.158 -0.193
H 1.3829 3.5224 -1.6992 -0.232 -0.323 -0.089
H 0.8947 1.5934 0.0885 0.122 -0.115 0.092
H 1.7763 3.0375 0.5643 -0.005 -0.220 0.053
H 2.9515 0.2796 0.3756 0.160 0.105 -0.080
H 3.9278 1.6953 -0.2206 0.129 -0.250 0.207
H 3.7621 1.6546 -3.5874 0.645 0.251 0.664
H 5.0214 -0.9084 -3.1944 0.222 0.440 -0.212
H 4.2968 -1.2747 -4.7190 -0.401 -0.634 0.263
H 1.1508 -2.3949 -3.0619 0.016 -0.114 -0.045
H -4.3714 1.0065 -3.1320 0.063 -0.126 0.284
H -2.7027 1.1902 -2.6948 0.006 -0.385 0.159
H -2.2149 -0.8160 -4.3105 -0.291 -0.221 0.068
H -3.9887 -0.8716 -4.6073 0.197 -0.077 0.006
H -3.0147 0.5629 -5.0396 -0.186 -0.194 0.035
B -0.4189 0.5813 5.7440 -0.154 0.106 0.384
O -1.3869 1.6919 5.8174 0.153 -0.528 0.180
C -2.2181 1.4487 6.8301 -0.215 0.980 -0.544
O -3.1214 2.1560 7.1607 -0.164 0.003 0.139
C -1.8230 0.1394 7.4763 0.403 -1.008 0.419
O -2.3574 -0.3763 8.4107 -0.180 0.039 0.129
O -0.7689 -0.3551 6.8275 -0.169 0.507 -0.315
O -0.4806 -0.0904 4.4168 0.334 0.199 0.170
C 0.7100 -0.0020 3.8630 -0.768 -0.644 -0.824
O 1.0033 -0.4404 2.7774 0.038 0.077 -0.144
C 1.6367 0.7379 4.7973 0.452 0.495 0.733
O 2.7808 0.9787 4.5681 0.580 0.072 -0.134
O 0.9704 1.0743 5.8897 -0.355 -0.342 -0.490


Entry 4:
197
Properties=species:S:1:pos:R:3:forces:R:3 method="wB97M-V/def2-TZVPD" gap_ev=9.85
C 4.4965 0.0600 5.4774 0.465 -0.399 0.630
O 4.0452 -0.4913 4.2582 1.504 -1.709 0.502
C 2.8669 -0.0320 3.7309 0.548 2.083 -1.157
C 3.1573 1.3430 3.0117 -1.996 -2.015 0.835
O 1.9707 1.5994 2.2795 0.277 -0.394 -0.469
C 2.1804 2.6105 1.3448 0.083 0.217 -0.555
C 2.6158 3.9021 1.9318 1.941 0.075 -1.539
O 1.8886 4.2313 3.0409 -0.244 1.055 1.346
C 0.5118 4.3614 2.8044 -0.434 -0.309 0.308
H 5.0186 -0.7537 6.0978 -0.804 1.107 -0.925
H 3.7012 0.5460 6.0739 0.141 -0.411 -0.296
H 5.2271 0.8340 5.2248 0.123 -0.029 0.354
H 2.1876 0.0845 4.5530 -1.098 0.203 0.106
H 2.5137 -0.7082 2.9421 -0.052 -0.175 0.406
H 4.0252 1.2149 2.3695 0.232 0.248 -0.076
H 3.1961 2.1100 3.7543 0.885 0.637 0.540
H 1.2531 2.8445 0.8808 -1.064 -0.513 -0.641
H 2.9226 2.3942 0.5717 -0.048 -0.585 -0.072
H 2.4741 4.5959 1.0523 0.283 0.091 0.907
H 3.7190 3.8261 2.1480 -1.073 0.555 0.261
H 0.0095 3.3932 2.8564 -0.009 -0.142 -0.184
H 0.2897 4.8227 1.8517 0.054 0.179 -0.475
H 0.0634 4.9873 3.5675 0.162 0.191 0.294
C -3.7974 0.1649 -3.3019 -0.093 -1.129 1.515
O -3.9150 0.7998 -4.5101 -0.433 0.877 -0.904
C -5.1567 1.5048 -4.5647 2.082 0.874 -0.814
C -5.2693 2.1215 -5.9457 -0.896 0.098 -0.226
O -5.3171 1.2149 -7.0188 -0.244 0.226 -0.794
C -6.3568 0.2553 -7.1122 0.342 -1.014 0.713
C -6.7476 -0.0519 -8.5474 0.705 0.172 0.080
O -7.6606 0.8480 -9.0779 -0.106 1.723 -0.730
C -7.0842 2.0827 -9.5207 0.427 -0.428 -0.612
H -4.5093 -0.6806 -3.3354 0.068 0.101 0.726
H -3.9699 0.8148 -2.3978 -0.157 -0.366 -0.788
H -2.8023 -0.2647 -3.1745 0.097 0.109 -0.297
H -5.0506 2.3072 -3.8266 -0.601 0.113 0.076
H -6.0059 0.8842 -4.3470 -0.461 -0.573 0.227
H -4.4707 2.7979 -6.2241 0.524 -0.072 0.452
H -6.1609 2.7511 -5.9600 -0.430 0.070 0.120
H -7.2991 0.4491 -6.5693 0.432 0.567 0.083
H -5.8999 -0.6358 -6.6595 -0.488 -0.336 -0.104
H -7.3255 -0.9647 -8.6084 0.456 -0.693 0.320
H -5.8219 -0.0956 -9.1646 -0.447 -0.189 0.170
H -7.7743 2.5296 -10.2554 0.154 -0.050 0.590
H -6.1260 1.8958 -10.0586 -0.476 -0.074 0.232
H -6.8217 2.7621 -8.7020 -0.381 -0.046 -0.020
C 1.1035 -2.0962 6.8242 0.102 0.179 -0.106
O 1.0148 -3.2820 6.0547 -0.369 0.352 0.855
C 1.5238 -3.0648 4.7872 0.131 -1.043 -0.763
C 1.1419 -4.2123 3.8710 -0.164 0.512 -0.427
O 1.8839 -5.4028 4.0595 0.568 0.586 0.928
C 1.5487 -6.3993 3.1441 -0.102 -1.112 0.406
C 1.2914 -7.6796 3.9751 -0.243 0.394 -0.476
O 0.9630 -8.7246 3.0393 0.541 0.649 1.777
C 0.8106 -9.9191 3.7728 -1.392 -0.675 -0.292
H 2.1292 -1.8800 7.0976 0.586 -0.113 0.161
H 0.5415 -2.2328 7.7416 -0.224 0.027 -0.038
H 0.7847 -1.1937 6.2736 -0.386 -0.382 0.132
H 2.5883 -2.9208 4.7912 1.000 -0.039 0.221
H 1.1319 -2.1510 4.3765 -0.534 0.466 -0.430
H 1.3506 -3.9249 2.8329 -0.484 0.440 -0.002
H 0.0563 -4.3578 4.0408 0.342 -0.271 -0.322
H 2.3437 -6.6077 2.3828 -0.361 0.276 0.625
H 0.6554 -6.0895 2.6104 -0.303 -0.295 -0.219
H 0.4709 -7.5548 4.7392 0.443 0.117 -0.910
H 2.1912 -7.8949 4.5976 -0.260 -0.140 -0.641
H 1.7274 -10.2738 4.2402 0.422 -0.032 -0.297
H 0.4243 -10.6327 3.0049 0.304 0.150 1.030
H 0.0932 -9.8188 4.6501 0.381 0.024 -1.160
C 3.7266 3.6390 6.0396 -0.954 1.509 -0.060
O 2.7252 2.6902 6.3200 -0.593 0.521 0.403
C 1.5125 3.3460 6.7125 0.138 -1.711 0.988
C 0.5239 2.3204 7.3239 0.343 0.241 -1.772
O 0.1460 1.2877 6.4186 0.586 -0.525 -0.034
C -0.5759 1.6147 5.2347 0.765 0.100 0.561
C -2.0167 1.4927 5.4912 -2.146 -0.156 0.129
O -2.5047 2.5464 6.3707 0.566 -1.561 -0.080
C -2.3449 3.8283 5.8296 -0.151 -0.377 0.311
H 4.6198 3.1479 5.7297 0.563 -0.438 -0.018
H 3.9103 4.3465 6.8740 0.122 -0.663 0.098
H 3.3876 4.3180 5.2400 0.115 -0.306 -0.226
H 1.1037 3.9601 5.9160 -0.112 -0.070 -0.372
H 1.6626 3.9747 7.5790 0.580 0.732 0.230
H -0.3558 2.9169 7.5518 -0.213 -0.090 0.694
H 0.9800 1.8056 8.1959 -0.400 0.486 -0.520
H -0.2539 0.9662 4.4172 0.064 -0.155 0.144
H -0.4003 2.6326 4.9094 0.483 0.302 -0.064
H -2.3026 0.5094 5.9151 0.374 0.673 0.289
H -2.5960 1.5133 4.5476 0.264 0.345 0.060
H -2.1507 3.7395 4.7799 -0.390 0.426 -0.895
H -1.5283 4.4023 6.2417 0.632 0.027 0.446
H -3.2440 4.3419 6.0974 -0.618 0.640 -0.381
C -2.3627 1.2884 -9.6233 0.310 -0.265 -0.912
O -1.3966 0.9917 -8.6654 0.428 0.726 -0.092
C -1.4996 -0.3402 -8.2889 -0.707 -0.191 0.638
C -0.5760 -0.6025 -7.1463 0.408 0.311 -0.866
O 0.6688 -0.9241 -7.7956 0.271 0.741 0.828
C 1.8053 -0.3259 -7.1799 -0.392 -0.838 0.711
C 2.3856 -1.2902 -6.1464 -0.524 1.425 0.437
O 1.6339 -1.1569 -4.9051 0.209 0.736 -1.744
C 2.2635 -1.7848 -3.8355 -0.647 1.304 0.736
H -2.2700 0.6281 -10.5273 0.002 0.509 0.529
H -2.2555 2.3296 -9.9101 0.003 0.070 -0.089
H -3.3259 1.1205 -9.1819 -0.929 0.027 0.093
H -1.1793 -0.9637 -9.1197 -0.230 -0.442 -0.194
H -2.5392 -0.5657 -7.9920 0.070 -0.024 -0.183
H -0.9952 -1.3605 -6.5080 0.327 -0.915 0.197
H -0.4878 0.2747 -6.5092 0.120 0.247 -0.099
H 1.5418 0.5564 -6.5982 -0.266 0.299 -0.125
H 2.5442 0.0124 -7.9217 -0.284 -0.575 -0.034
H 3.4353 -0.9918 -6.0797 0.220 -0.341 0.766
H 2.2618 -2.2997 -6.4623 0.277 -0.904 -0.504
H 2.3861 -2.8124 -4.0579 0.669 -1.294 -0.031
H 1.5837 -1.6916 -2.9753 0.245 -0.031 -0.144
H 3.1782 -1.2343 -3.6072 0.346 -0.483 0.186
C 2.7880 2.7731 -4.2038 0.433 -1.096 -0.363
O 4.0097 2.9104 -3.4979 -0.589 0.700 1.532
C 3.8551 2.6831 -2.0773 0.097 0.108 -0.424
C 5.2654 2.5447 -1.5853 -0.353 0.958 -1.883
O 5.3048 2.3006 -0.2475 0.115 -0.178 1.913
C 6.6258 2.4829 0.2205 0.487 -0.330 -1.238
C 6.8333 2.3712 1.6906 -1.564 -0.741 -0.027
O 6.3021 3.4527 2.4324 0.472 -0.630 0.488
C 6.5718 3.1984 3.8156 1.295 0.404 -1.213
H 2.8765 3.2952 -5.1656 0.079 -0.241 0.240
H 1.8811 3.1413 -3.7034 0.368 -0.018 0.232
H 2.7487 1.6765 -4.3437 -0.926 0.389 -0.425
H 3.3343 1.7491 -1.8089 -0.237 0.198 -0.514
H 3.3567 3.5215 -1.5676 -0.115 -0.060 -0.320
H 5.7878 3.4814 -1.8353 0.095 -0.108 0.005
H 5.6676 1.7656 -2.2296 0.671 -0.454 0.226
H 6.9983 3.4285 -0.1699 0.008 0.534 0.282
H 7.2619 1.7506 -0.3258 -0.111 -0.032 0.618
H 7.8776 2.1827 1.8298 1.021 0.424 0.413
H 6.3412 1.4780 2.0836 -0.079 -0.418 -0.262
H 6.2293 4.0475 4.3277 -0.326 1.153 0.837
H 7.6520 3.0645 3.9559 0.045 0.318 0.041
H 6.1520 2.3257 4.2639 -0.892 -0.886 -0.285
C -9.5480 2.0975 -2.2390 1.133 0.305 -0.459
O -8.6101 1.9475 -1.1967 0.554 -1.582 0.172
C -7.7572 0.7587 -1.3547 -1.436 0.766 1.380
C -6.8370 0.7583 -0.1619 -0.144 -0.319 -0.095
O -5.8241 1.7369 -0.2895 0.219 -0.203 0.082
C -6.0715 2.9088 0.4655 -0.860 0.486 0.176
C -4.9942 3.9752 0.1998 -0.311 0.162 -0.930
O -3.7032 3.8011 0.7665 -1.029 0.454 -0.082
C -3.0547 2.6228 0.3655 0.558 0.380 1.321
H -10.1854 2.9298 -1.9636 -0.176 0.034 -0.085
H -10.1273 1.1957 -2.4170 -0.205 -0.176 0.055
H -8.9744 2.3479 -3.1554 -0.563 -0.051 0.073
H -7.2562 0.8058 -2.2756 0.951 0.238 -1.367
H -8.3246 -0.1832 -1.3503 -0.374 0.274 0.063
H -6.3840 -0.2410 0.0017 -0.068 0.538 -0.232
H -7.5182 0.9531 0.6756 0.382 0.070 0.257
H -6.1892 2.6543 1.5197 0.558 -0.055 0.369
H -7.1026 3.2727 0.2179 0.930 0.255 -0.226
H -5.3378 4.9605 0.5527 -0.006 -0.455 0.013
H -4.9118 4.0545 -0.9214 0.054 -0.099 0.762
H -3.5144 1.7857 0.8907 0.354 -0.356 -0.033
H -2.0015 2.7968 0.6585 -0.421 -0.524 -0.164
H -3.1267 2.4612 -0.6851 -0.008 -0.127 -1.054
Br 0.2034 0.9622 -1.6548 0.578 0.218 -0.448
C -0.6914 -0.0046 -0.2840 -0.553 -0.984 0.063
C 0.1893 -0.6661 0.7598 0.937 -0.824 -1.249
Br -0.8405 -1.2025 2.2433 -0.942 -0.147 1.159
H -1.3134 -0.7582 -0.7671 0.447 -0.360 -0.216
H -1.4542 0.6288 0.0663 -0.426 1.204 1.035
H 1.0389 -0.1160 1.1925 -0.463 0.093 -0.692
H 0.4747 -1.6453 0.3176 0.472 0.997 0.437
C 5.6856 -3.2662 3.8217 1.420 -0.576 -0.708
C 4.7867 -3.6565 2.6782 -0.389 1.213 -0.403
O 4.9320 -2.6674 1.5616 -0.226 -0.614 1.169
C 3.8663 -2.4167 0.8206 2.849 0.801 0.319
O 2.8062 -2.9146 0.8202 -2.198 -0.877 0.154
C 4.3190 -1.3758 -0.2055 0.197 -0.490 -1.960
F 4.4313 -2.0684 -1.4070 0.233 0.371 0.883
F 3.4624 -0.4163 -0.4346 -1.242 0.611 0.194
F 5.4723 -0.7960 0.0536 0.591 -0.159 0.131
H 5.5221 -2.3283 4.3035 -0.567 0.815 -0.274
H 6.7384 -3.2905 3.4863 -0.347 -0.033 0.232
H 5.5713 -3.9894 4.6092 -0.026 -0.656 0.250
H 3.7496 -3.5843 3.0134 0.055 -0.538 -0.336
H 5.0699 -4.6079 2.2192 -0.348 0.018 0.373
C 1.2592 -6.0063 -0.5137 0.901 -0.805 -0.019
C 0.7904 -5.1058 -1.6320 0.240 -0.409 0.632
O -0.6547 -5.1390 -1.5432 -0.701 0.558 -0.191
C -1.1604 -4.2322 -0.6907 0.100 -1.258 -1.981
O -0.5437 -3.4231 -0.0993 0.646 1.006 1.117
C -2.6852 -4.2317 -0.6859 -0.556 -0.533 0.688
F -3.2005 -5.3829 -1.1393 0.028 0.315 0.439
F -3.1051 -3.9992 0.5834 0.028 -0.304 -0.940
F -3.1436 -3.2559 -1.4671 -0.008 0.283 -0.030
H 1.1704 -5.5266 0.4670 -0.262 -0.062 -0.297
H 2.3348 -6.2137 -0.6393 -0.314 -0.061 0.030
H 0.7105 -6.9737 -0.5277 0.384 0.623 0.059
H 1.1618 -5.4071 -2.6345 -0.842 0.079 0.599
H 1.0929 -4.0990 -1.4003 0.321 0.435 -0.294


Taking the records one at a time from the top gives largest force on an atom values of 0.101, 0.114, 0.052, 0.058 hartree/bohr.